{"formula": "C22H56Br4N4O14V4", "method": "ωB97M-V/def2-TZVPD", "symbols": ["O", "V", "O", "O", "V", "O", "O", "V", "O", "O", "V", "O", "O", "C", "C", "O", "H", "H", "H", "H", "Br", "C", "C", "Br", "H", "H", "H", "H", "Br", "C", "C", "Br", "H", "H", "H", "H", "C", "C", "C", "O", "C", "N", "H", "H", "H", "H", "H", "H", "H", "H", "H", "H", "H", "C", "C", "C", "O", "C", "N", "H", "H", "H", "H", "H", "H", "H", "H", "H", "H", "H", "C", "C", "C", "O", "C", "N", "H", "H", "H", "H", "H", "H", "H", "H", "H", "H", "H", "C", "C", "C", "O", "C", "N", "H", "H", "H", "H", "H", "H", "H", "H", "H", "H", "H"], "positions_angstrom": [[8.0185, -14.5635, 3.8827], [6.8873, -14.8029, 2.8192], [5.5577, -14.2568, 3.3826], [6.9037, -9.7026, 0.7121], [6.4099, -11.0529, 1.3356], [5.5499, -10.7188, 2.6496], [5.3191, -17.5735, -0.5643], [6.2175, -16.3847, -1.0456], [6.5030, -16.3944, -2.5817], [6.6270, -13.4132, -2.9769], [5.3464, -12.8108, -2.2779], [4.1265, -12.8212, -3.2799], [4.9476, -14.7423, -1.2011], [4.2947, -14.2819, -0.0200], [4.1082, -12.7874, 0.1706], [5.1586, -11.8823, -0.1781], [4.8406, -14.6401, 0.9101], [3.3442, -14.8276, 0.0889], [3.7799, -12.5938, 1.1999], [3.2114, -12.5039, -0.4097], [-2.0631, -15.5511, 0.6509], [-0.3934, -14.6749, 0.2453], [-0.4990, -13.2312, 0.5363], [-1.5641, -12.2792, -0.7661], [-0.1190, -14.8799, -0.7876], [0.4066, -15.1126, 0.8464], [0.4790, -12.7554, 0.4548], [-0.9085, -13.0566, 1.5228], [3.2954, -13.9048, 5.4431], [2.6193, -12.3155, 4.4798], [1.3301, -12.6187, 3.7400], [0.7429, -10.9588, 2.9211], [3.4429, -11.9201, 3.9021], [2.3800, -11.6672, 5.3171], [0.5625, -12.9812, 4.4080], [1.5411, -13.3391, 2.9475], [4.8594, -9.0790, -4.7282], [5.4689, -10.4859, -4.5427], [6.7378, -10.6632, -5.3305], [7.6979, -9.7834, -4.8281], [8.8222, -9.7333, -5.6487], [5.8342, -10.6365, -3.0724], [3.9425, -8.9758, -4.1516], [4.6369, -8.8814, -5.7836], [5.5631, -8.2767, -4.4899], [4.6808, -11.1916, -4.7824], [6.6187, -10.5394, -6.4108], [7.0921, -11.7025, -5.1952], [9.4338, -10.6357, -5.5131], [9.4360, -8.8792, -5.3718], [8.5877, -9.6321, -6.7128], [6.6884, -10.1162, -2.8655], [5.0936, -10.1849, -2.5074], [1.9928, -17.2108, 3.4241], [3.1647, -18.1488, 3.1952], [2.7933, -19.5308, 2.7045], [3.9757, -20.1540, 2.2762], [3.9060, -21.5664, 2.2863], [4.1555, -17.5342, 2.2531], [1.4155, -17.5061, 4.2967], [1.3490, -17.1887, 2.5386], [2.3472, -16.1844, 3.5411], [3.7007, -18.3608, 4.1287], [2.0143, -19.4520, 1.9225], [2.3521, -20.1383, 3.5066], [4.0081, -21.9692, 3.2968], [4.6428, -21.9879, 1.6127], [2.9267, -21.8838, 1.9005], [3.6510, -17.0268, 1.5268], [4.5770, -18.3660, 1.8131], [3.7339, -16.3457, -4.6080], [2.4999, -16.5637, -3.8049], [2.6642, -17.6038, -2.7314], [1.3870, -17.8717, -2.1945], [1.4356, -18.7061, -1.0657], [2.1210, -15.2609, -3.2552], [3.6054, -15.5259, -5.3167], [4.0555, -17.2260, -5.1602], [4.5082, -15.9211, -3.9558], [1.7219, -16.9591, -4.4606], [3.2637, -17.2352, -1.8626], [3.1078, -18.5337, -3.1192], [1.9211, -19.6666, -1.2618], [0.4359, -18.7775, -0.6646], [2.0241, -18.1866, -0.2637], [1.1522, -15.2925, -2.9318], [2.6744, -15.1118, -2.4091], [1.6264, -9.9954, -1.4919], [2.5306, -8.9930, -0.8573], [2.2840, -8.6986, 0.6143], [1.0682, -8.0352, 0.7220], [0.9015, -7.3904, 1.9881], [3.9455, -9.2560, -1.1689], [1.9386, -10.2062, -2.5129], [0.6037, -9.6263, -1.5312], [1.6006, -10.9201, -0.8962], [2.3698, -8.0353, -1.3714], [3.0840, -8.0456, 0.9947], [2.3124, -9.6852, 1.1180], [-0.1494, -7.1552, 2.0949], [1.5157, -6.4788, 1.9876], [1.2508, -8.0017, 2.8282], [4.5413, -8.5141, -0.8052], [4.2860, -10.1156, -0.7616]], "lowdin_charge": [-0.20, 1.12, -0.28, -0.21, 1.06, -0.26, -0.27, 1.03, -0.20, -0.31, 0.86, -0.26, -0.37, -0.28, -0.28, -0.37, 0.07, 0.14, 0.12, 0.13, 0.68, -0.74, -0.79, 0.68, 0.04, 0.04, 0.01, 0.03, 0.68, -0.66, -0.66, 0.80, 0.02, 0.05, 0.07, 0.04, -0.03, -0.34, -0.22, -0.19, -0.10, 0.05, 0.07, 0.09, 0.09, 0.12, 0.14, 0.13, 0.10, 0.09, 0.10, 0.11, 0.04, -0.04, -0.39, -0.21, -0.21, -0.07, 0.09, 0.10, 0.08, 0.03, 0.15, 0.13, 0.14, 0.10, 0.09, 0.10, 0.04, 0.06, -0.06, -0.43, -0.21, -0.18, -0.10, 0.07, 0.09, 0.09, 0.05, 0.16, 0.10, 0.14, 0.10, 0.09, 0.07, 0.07, 0.04, -0.04, -0.42, -0.26, -0.18, -0.09, 0.05, 0.08, 0.09, 0.05, 0.15, 0.13, 0.05, 0.09, 0.10, 0.06, 0.10, 0.02], "gap_ev": 2.269, "fmax_ev_per_a": 3.714, "e_homo_ev": -13.2, "charge": 2, "energy_ha": -16215.4430}

{"formula": "C5H14", "method": "ωB97M-V/def2-TZVPD", "symbols": ["C", "C", "C", "H", "H", "H", "H", "H", "H", "H", "H", "C", "C", "H", "H", "H", "H", "H", "H"], "positions_angstrom": [[-0.3214, -2.2970, 0.0899], [-1.3962, -1.7244, -0.8855], [-1.4492, -0.1793, -0.8657], [0.5671, -2.5274, -0.4885], [-0.6683, -3.2395, 0.5067], [-0.1384, -1.5749, 0.8828], [-1.1135, -2.0776, -1.8727], [-2.3691, -2.0449, -0.5363], [-1.1994, 0.1826, 0.1272], [-0.6962, 0.2740, -1.5186], [-2.4075, 0.1782, -1.2347], [1.0489, 2.3858, 1.1664], [1.7314, 1.4153, 0.2297], [1.1762, 2.1044, 2.2170], [1.4509, 3.3987, 1.2392], [-0.0156, 2.3362, 0.9429], [2.7000, 1.0507, 0.5982], [1.8808, 1.8830, -0.7430], [1.2194, 0.4561, 0.1450]], "lowdin_charge": [-0.12, -0.29, -0.13, 0.06, 0.06, 0.06, 0.09, 0.09, 0.05, 0.07, 0.06, -0.17, -0.18, 0.06, 0.06, 0.05, 0.07, 0.07, 0.03], "gap_ev": 12.548, "fmax_ev_per_a": 1.481, "e_homo_ev": -11.4, "smiles": "CCC.CC", "charge": 0, "energy_ha": -198.8722}

{"formula": "C12H20P", "method": "ωB97M-V/def2-TZVPD", "symbols": ["C", "C", "C", "C", "C", "C", "C", "C", "C", "C", "C", "C", "P", "H", "H", "H", "H", "H", "H", "H", "H", "H", "H", "H", "H", "H", "H", "H", "H", "H", "H", "H", "H"], "positions_angstrom": [[2.2576, -0.8186, 2.2357], [2.1723, -0.1257, -2.9710], [2.6375, 3.6190, 0.7280], [2.2595, -1.1097, 0.8144], [1.9122, -0.9552, -1.9587], [2.1470, 2.9602, -0.1726], [-3.3222, 0.0139, 0.2529], [-2.7998, -0.6551, -1.0254], [-2.4405, -0.3366, 1.3817], [-1.3196, -0.2282, -1.2576], [-1.1126, 0.2451, 1.2122], [-0.4987, -0.4871, -0.0145], [1.4445, -0.1672, -0.3894], [3.0333, -1.5219, 2.6848], [1.1746, -0.8445, 2.6080], [2.4273, -0.4434, -4.0174], [2.1108, 0.8922, -2.8248], [3.1798, 3.9298, 1.6266], [2.4895, 0.3703, 2.4508], [3.1106, -1.8889, 0.4984], [1.8092, -2.0571, -2.0250], [1.4195, 2.4714, -0.8789], [-3.5263, 1.1721, -0.0450], [-4.3289, -0.4615, 0.3388], [-2.9715, -1.7244, -0.8606], [-3.3420, -0.3209, -1.9075], [-2.9051, 0.0643, 2.3422], [-2.3935, -1.4088, 1.5328], [-1.0748, -0.8042, -2.1348], [-1.3724, 0.9010, -1.4398], [-1.1365, 1.2645, 1.0678], [-0.4750, 0.0664, 2.0508], [-0.5660, -1.6112, 0.0970]], "lowdin_charge": [-0.15, -0.01, 0.01, -0.26, -0.33, -0.07, -0.22, -0.20, -0.24, -0.22, -0.20, -0.34, 1.08, 0.11, 0.09, 0.10, 0.02, 0.04, 0.17, 0.15, 0.09, 0.01, 0.18, 0.12, 0.12, 0.12, 0.15, 0.13, 0.10, 0.15, 0.10, 0.08, 0.14], "gap_ev": [7.524, 7.525], "fmax_ev_per_a": 4.200, "e_homo_ev": [-13.3, -13.3], "charge": 1, "energy_ha": -810.1126}

{"formula": "C4H8O2", "method": "ωB97M-V/def2-TZVPD", "symbols": ["C", "O", "C", "C", "C", "O", "H", "H", "H", "H", "H", "H", "H", "H"], "positions_angstrom": [[1.0353, 0.6976, -0.6104], [1.3867, -0.6073, -0.2721], [0.4215, -1.1467, 0.6216], [-0.9366, -0.7617, 0.0500], [-0.8777, 0.7393, -0.1552], [-0.9597, 1.5243, 0.9094], [1.0122, 0.8544, -1.6918], [1.7455, 1.4298, -0.1738], [0.2106, 1.3412, 0.2755], [0.5362, -0.7126, 1.6257], [0.5875, -2.2245, 0.6694], [-1.7534, -0.9549, 0.7529], [-1.1154, -1.2896, -0.8921], [-1.2926, 1.1106, -1.1090]], "lowdin_charge": [-0.12, -0.14, -0.19, -0.11, -0.37, -0.13, 0.12, 0.14, 0.13, 0.13, 0.13, 0.13, 0.12, 0.14], "gap_ev": 10.039, "fmax_ev_per_a": 0.372, "e_homo_ev": -9.1, "charge": 0, "energy_ha": -307.5302}